C45H123N9O12 | ωB97M-V with the def2-TZVPD basis set

## Properties
ΔE to the lowest compared entry with this formula, charge and spin	24.5	kcal/mol
HOMO-LUMO gap	9.4455	eV
LUMO level	0.479	eV
E_tot	-3183.78186	a.u.

The geometry in ORCA input format:
```
! wB97M-V def2-TZVPD RIJCOSX def2/J DEFGRID3
* xyz 0 1
C -3.682 3.972 0.385
O -4.576 3.724 1.450
C -5.121 4.832 2.127
C -4.228 5.385 3.281
C -4.134 4.331 4.363
N -4.838 6.586 3.780
H -3.789 3.117 -0.333
H -2.625 3.955 0.668
H -3.852 4.915 -0.162
H -5.457 5.600 1.414
H -6.022 4.464 2.640
H -3.211 5.670 2.879
H -3.506 3.512 4.000
H -5.118 3.916 4.628
H -3.591 4.691 5.212
H -4.894 7.324 3.062
H -5.784 6.400 4.087
C 6.410 0.881 0.118
O 5.826 2.036 0.723
C 6.737 3.146 0.612
C 6.080 4.372 1.243
C 6.902 5.600 0.899
N 5.743 4.294 2.645
H 7.314 0.665 0.744
H 6.730 0.956 -0.927
H 5.769 0.006 0.254
H 7.647 2.921 1.180
H 6.999 3.268 -0.428
H 5.132 4.467 0.705
H 6.994 5.563 -0.192
H 7.859 5.692 1.360
H 6.382 6.475 1.235
H 6.555 4.578 3.224
H 5.369 3.411 2.943
C 2.773 1.864 1.792
O 1.559 1.643 2.481
C 1.942 1.236 3.756
C 0.718 0.953 4.589
C -0.073 2.235 4.936
N 0.987 0.331 5.927
H 3.412 0.993 1.840
H 3.269 2.745 2.229
H 2.592 1.997 0.736
H 2.487 0.299 3.733
H 2.580 2.016 4.193
H 0.003 0.311 4.071
H 0.631 2.898 5.438
H -0.985 2.148 5.494
H -0.322 2.755 4.009
H 1.860 0.747 6.257
H 1.159 -0.683 5.777
C 5.515 -2.381 -0.512
O 5.711 -3.603 -1.155
C 4.778 -4.623 -0.838
C 3.337 -4.347 -1.314
C 2.410 -5.573 -1.094
N 3.217 -3.796 -2.680
H 6.252 -1.702 -0.927
H 5.667 -2.571 0.586
H 4.500 -1.997 -0.612
H 5.186 -5.471 -1.413
H 4.842 -4.891 0.208
H 2.909 -3.543 -0.753
H 2.602 -6.392 -1.783
H 1.390 -5.228 -1.195
H 2.520 -6.024 -0.096
H 3.839 -4.323 -3.281
H 2.254 -4.010 -3.015
C 1.478 0.590 -6.878
O 2.382 -0.482 -6.698
C 3.102 -0.360 -5.480
C 4.304 -1.290 -5.513
C 3.854 -2.726 -5.930
N 5.049 -1.348 -4.211
H 1.796 1.640 -6.845
H 0.699 0.488 -6.120
H 1.050 0.490 -7.871
H 3.473 0.646 -5.333
H 2.488 -0.561 -4.584
H 4.985 -0.929 -6.277
H 3.065 -3.052 -5.276
H 4.695 -3.435 -5.959
H 3.398 -2.684 -6.915
H 4.552 -1.906 -3.526
H 5.145 -0.367 -3.912
C -3.449 -0.171 4.590
O -2.754 -1.137 5.343
C -2.206 -0.614 6.570
C -1.531 -1.703 7.357
C -2.365 -2.879 7.862
N -0.842 -1.238 8.550
H -3.904 -0.705 3.740
H -2.798 0.681 4.223
H -4.273 0.184 5.205
H -1.478 0.192 6.360
H -3.058 -0.169 7.108
H -0.799 -2.177 6.660
H -3.012 -2.532 8.687
H -1.810 -3.707 8.348
H -2.949 -3.305 7.057
H -1.496 -0.790 9.150
H -0.199 -0.499 8.293
C -4.072 3.819 -3.415
O -2.817 4.453 -3.664
C -1.796 3.787 -2.963
C -0.395 4.324 -3.251
C -0.004 4.034 -4.702
N 0.629 3.697 -2.420
H -4.276 3.648 -2.380
H -4.135 2.793 -3.744
H -4.853 4.442 -3.874
H -1.947 3.914 -1.890
H -1.807 2.712 -3.163
H -0.428 5.379 -3.051
H 0.991 4.406 -4.967
H -0.709 4.409 -5.439
H -0.065 2.954 -4.849
H 0.318 3.793 -1.465
H 0.613 2.711 -2.647
C -6.611 1.529 -0.754
O -5.643 1.091 -1.639
C -5.065 -0.121 -1.257
C -3.893 -0.408 -2.238
C -4.557 -0.799 -3.568
N -2.987 -1.448 -1.846
H -6.761 2.600 -0.825
H -6.337 1.342 0.279
H -7.561 1.023 -0.985
H -4.749 -0.036 -0.188
H -5.739 -0.978 -1.244
H -3.384 0.563 -2.446
H -5.174 -1.694 -3.556
H -3.857 -0.989 -4.424
H -5.183 0.021 -3.884
H -3.521 -2.286 -1.650
H -2.512 -1.204 -0.975
C -1.572 1.102 0.704
O -0.982 0.103 -0.082
C 0.292 0.449 -0.491
C 0.751 -0.556 -1.502
C 2.193 -0.265 -1.894
N -0.147 -0.421 -2.636
H -1.133 1.114 1.706
H -2.659 0.932 0.764
H -1.327 2.061 0.251
H 0.214 1.450 -0.936
H 0.976 0.464 0.333
H 0.746 -1.594 -1.126
H 2.758 -0.144 -0.951
H 2.215 0.694 -2.480
H 2.628 -1.102 -2.483
H -1.050 -0.860 -2.357
H 0.175 -0.969 -3.448
C -0.069 -2.992 -6.009
C -0.712 -3.738 -4.852
C -1.961 -4.475 -5.374
O 0.270 -4.601 -4.224
H 0.181 -3.616 -6.851
H 0.798 -2.448 -5.676
H -0.740 -2.229 -6.416
H -1.079 -3.078 -4.098
H -2.392 -4.993 -4.534
H -1.734 -5.167 -6.225
H -2.667 -3.701 -5.727
H 0.682 -5.207 -4.869
C 0.032 -2.811 4.047
C 1.196 -3.092 3.080
C 1.185 -1.954 2.034
O 2.449 -3.163 3.699
H -0.039 -1.718 4.290
H 0.108 -3.411 4.940
H -0.876 -3.091 3.511
H 0.995 -4.108 2.688
H 0.141 -1.767 1.696
H 1.717 -2.225 1.096
H 1.566 -0.973 2.373
H 3.048 -2.848 3.041
C -2.726 -4.763 0.302
C -3.991 -4.113 0.798
C -3.568 -2.979 1.698
O -4.653 -3.561 -0.344
H -2.194 -5.357 1.065
H -2.048 -4.025 -0.105
H -2.923 -5.501 -0.526
H -4.663 -4.783 1.379
H -2.844 -3.290 2.484
H -4.427 -2.488 2.154
H -2.992 -2.266 1.081
H -4.987 -4.288 -0.884
*
```